The following is a quantum chemistry calculation of one molecule with the formula C22H25N3O5 at a distorted geometry, from the OMol25 dataset.

Computed properties:
E_HOMO, eV: -8.3
Spin multiplicity: 1
Gap between HOMO and LUMO, eV: 8.791
LUMO level, hartree: 0.01734
Molecular weight, g mol⁻¹: 411.5

Last column: Löwdin charge in e.
Positions of all 55 atoms, in Å:
C -2.85879 4.88619 -3.98010  -0.0648
C -2.73509 4.92672 -2.46831  -0.2266
H -1.86446 5.51467 -2.15479  0.1280
H -3.62427 5.37238 -2.00753  0.1283
O -2.58765 3.59125 -1.99320  -0.0257
C -2.46396 3.45267 -0.65752  -0.4286
O -2.47226 4.40389 0.08965  0.1059
C -2.32004 2.05459 -0.26267  -0.0324
C -2.27171 0.94466 -1.11565  -0.2116
N -2.12876 -0.15233 -0.36289  0.1478
C -2.07182 0.18408 0.97353  -0.1360
C -2.19719 1.57260 1.06285  -0.1189
C -2.20145 2.35936 2.31682  -0.0151
H -3.10486 2.13898 2.88473  0.0955
H -2.16268 3.42123 2.09771  0.0676
H -1.35962 2.06776 2.94242  0.0879
C -1.92860 -0.75065 2.05571  -0.3164
O -1.98288 -0.43409 3.22699  0.0963
C -1.70430 -2.23441 1.68019  -0.0174
N -0.41064 -2.46078 1.07287  0.0891
C 0.74825 -2.63386 1.78608  -0.3445
O 0.85831 -2.64473 2.98000  0.1529
C 1.86567 -2.81513 0.74906  -0.3195
N 1.09984 -2.89116 -0.47236  0.1699
C -0.20978 -2.65363 -0.29129  -0.4697
O -1.07893 -2.61071 -1.13730  0.0687
H 1.50328 -3.06667 -1.37581  0.1630
C 2.74082 -1.57422 0.82647  -0.1585
C 2.79469 -0.65847 -0.21554  -0.0227
C 3.58846 0.47105 -0.11164  -0.0743
C 4.32649 0.70176 1.03526  -0.0826
C 4.25920 -0.19850 2.08530  -0.0634
C 3.46958 -1.32912 1.98479  -0.0238
H 3.39987 -2.01054 2.81739  0.1163
H 4.81928 -0.01811 2.99020  0.1066
H 4.94319 1.58411 1.11458  0.1032
H 3.62368 1.17377 -0.93069  0.1040
H 2.21497 -0.81485 -1.11318  0.1086
C 2.64894 -4.11197 1.00959  -0.1521
C 3.84636 -4.26725 0.08053  -0.0739
H 4.52521 -3.42452 0.18723  0.0771
H 4.38574 -5.17852 0.32471  0.0772
H 3.53184 -4.32921 -0.95890  0.0713
H 2.97931 -4.10636 2.04813  0.1164
H 1.96608 -4.95530 0.88154  0.1274
H -2.47338 -2.58174 0.98585  0.1374
H -1.74518 -2.80814 2.61021  0.1390
H -2.03032 -1.09071 -0.74271  0.1096
C -2.35352 0.85061 -2.59260  -0.0003
H -2.22102 -0.18236 -2.90758  0.0819
H -3.31834 1.21351 -2.94208  0.0891
H -1.58980 1.47266 -3.05448  0.0861
H -3.72239 4.29338 -4.26950  0.0759
H -2.97607 5.89530 -4.36408  0.0759
H -1.96932 4.44086 -4.41794  0.0751


The following is a quantum chemistry calculation of a 2-piece molecular cluster, C12H11F12O5P overall at a distorted geometry, from the OMol25 dataset.

Computed properties:
E_HOMO, eV: -10.1
Spin multiplicity: 1
Gap between HOMO and LUMO, eV: 9.907
LUMO level, hartree: -0.00847
Molecular weight, g mol⁻¹: 494.2

Last column: Löwdin charge in e.
Positions of all 41 atoms, in Å:
C 3.92360 -2.68379 0.72156  -0.0024
C 4.95365 -1.87279 1.67413  -0.3689
O 5.38781 -2.49505 2.66014  0.0983
O 5.32193 -0.54029 1.29125  0.0407
C 4.91106 0.43570 2.24116  -0.3940
O 4.87216 0.25490 3.48734  0.0540
C 4.49966 1.93016 1.75718  -0.2694
P 2.60989 2.21928 1.91443  1.0356
C 1.86340 0.92171 0.74909  -0.4687
F 1.98341 -0.39391 1.32446  -0.0080
F 2.71386 0.89925 -0.41928  0.0022
C 0.39106 1.25368 0.21135  -0.2677
F 0.50521 2.50144 -0.49263  0.0611
F 0.01904 0.29139 -0.75274  0.0964
C -0.71823 1.48956 1.34319  -0.1937
F -0.65658 2.79059 1.93095  0.0856
F -1.98573 1.46214 0.66448  0.0644
C -0.80398 0.34864 2.46339  -0.3107
F 0.22144 0.48158 3.42693  0.0877
F -2.02856 0.47649 3.17763  0.1009
F -0.80658 -0.95503 1.89239  0.1079
H 3.85353 -2.20003 -0.31593  0.0877
H 4.38782 -3.72073 0.56804  0.0949
H 2.89284 -2.79608 1.21013  0.0918
H 4.85318 2.03175 0.66303  0.1004
H 5.05775 2.65296 2.43894  0.1017
H 2.34696 1.90647 3.29701  -0.0178
C -4.26021 -0.10679 -0.75828  -0.0550
C -3.24425 -0.28393 -1.87013  -0.2055
O -3.81308 -1.00094 -2.97787  0.0254
C -4.61441 -0.28557 -3.79182  -0.3699
O -4.86437 0.88221 -3.64631  0.1668
C -5.11653 -1.15281 -4.94463  -0.5140
F -5.58486 -2.34616 -4.52472  0.1541
F -4.13877 -1.41770 -5.83692  0.1559
F -6.11573 -0.57301 -5.63282  0.1584
H -4.66849 -1.07463 -0.45571  0.0879
H -3.80369 0.37198 0.10718  0.0586
H -5.10357 0.50480 -1.08533  0.0809
H -2.40592 -0.88222 -1.50702  0.1193
H -2.83578 0.67480 -2.20327  0.1272


The following is a quantum chemistry calculation of one molecule with the formula CHBrOS2 at a distorted geometry, from the OMol25 dataset.

Computed properties:
E_HOMO (alpha / beta), eV: -8.9 / -8.9
Spin multiplicity: 1
Gap between HOMO and LUMO (alpha / beta), eV: 6.508 / 6.510
LUMO level (alpha / beta), hartree: -0.08719 / -0.08717
Molecular weight, g mol⁻¹: 173.1

Last column: Löwdin charge in e.
Positions of all 6 atoms, in Å:
C -0.38112 0.05134 -0.08048  -1.2899
O -0.05627 -0.72272 -1.03436  -0.6137
S -1.77338 1.02955 -0.56571  0.5631
S 0.51808 0.13393 1.38781  0.8360
Br 1.59483 -1.76620 -1.23228  0.6937
H 0.09786 1.27410 1.52501  -0.1891